Below is a cluster of 2 separate species, C3H7OP in total in a non-equilibrium geometry, with properties calculated with ωB97M-V/def2-TZVPD.

Each line ends with the Löwdin spin population.
Element x y z (Å)
C1 0.43827 -1.97015 0.28901  0.123
C2 0.82418 -0.76422 0.43891  0.701
C3 -0.32773 0.57744 -0.73723  0.670
O1 0.41263 0.75866 -1.90325  0.223
P1 -0.33625 1.87764 0.61108  0.079
H1 0.95662 -2.76025 0.91607  0.042
H2 -0.38049 -2.16948 -0.49650  0.033
H3 1.54910 -0.10218 0.98277  0.041
H4 -1.12251 -0.20071 -0.92008  0.027
H5 1.12941 1.35327 -1.93681  0.005
H6 -1.15673 1.09794 1.30724  -0.002
H7 -1.54710 2.71855 0.26784  0.058

Results
Maximum force, eV Å⁻¹: 5.2
Lowest unoccupied orbital energy (spin up / spin down), eV: 0.920 / -1.318
HOMO-LUMO gap (spin up / spin down), eV: 5.8690 / 8.6082
2S+1: 3
E_tot, eV: -14552.725